# 1
# C23H68NO9PSSi2

A 8-piece molecular cluster, C23H68NO9PSSi2 overall (the ωB97M-V functional and the def2-TZVPD basis, the OMol25 dataset).

Structure (XYZ):
```
105
Properties=species:S:1:pos:R:3:mulliken_charge:R:1
C 0.40 0.56 -3.37 -0.599
C 0.30 1.97 -2.80 -0.352
P 0.85 3.28 -4.00 -0.176
C 2.66 2.85 -4.21 -1.084
Si 1.27 4.89 -2.52 0.570
O -0.10 5.21 -1.66 -0.018
Si -0.42 5.35 -0.05 -0.024
C 0.04 3.78 0.85 -0.610
C -0.19 3.91 2.36 -0.099
C 0.90 3.28 3.23 -1.138
S 0.70 1.46 3.37 -0.185
C 0.50 6.81 0.68 -0.933
C 2.01 6.63 0.87 0.665
O 2.67 7.12 -0.30 -0.605
C 2.59 7.38 2.07 -1.173
N 2.00 7.09 3.37 -0.578
H -0.50 0.29 -3.93 0.389
H 0.53 -0.17 -2.57 -0.284
H 1.25 0.45 -4.06 0.332
H -0.75 2.22 -2.59 0.479
H 0.82 2.03 -1.84 0.188
H 2.97 2.08 -3.51 0.334
H 2.85 2.50 -5.23 0.321
H 3.30 3.72 -4.04 0.343
H 2.34 4.49 -1.55 -0.203
H 1.77 6.08 -3.25 -0.222
H -1.88 5.58 0.09 -0.216
H -0.56 2.97 0.43 0.526
H 1.08 3.50 0.64 0.378
H -1.15 3.47 2.64 0.174
H -0.27 4.95 2.68 0.121
H 1.89 3.47 2.82 0.453
H 0.86 3.69 4.23 0.370
H 1.96 1.13 3.10 0.127
H 0.01 7.05 1.63 0.353
H 0.35 7.68 0.03 0.494
H 2.26 5.56 0.98 0.238
H 3.20 6.42 -0.69 0.389
H 3.66 7.17 2.11 0.323
H 2.49 8.45 1.87 0.433
H 1.10 7.53 3.51 0.329
H 1.88 6.10 3.53 0.210
C -0.43 -3.28 0.06 -1.117
C 0.38 -2.23 -0.67 -0.024
O 0.26 -0.93 -0.11 -0.490
H -1.49 -3.01 0.09 0.418
H -0.32 -4.24 -0.43 0.284
H -0.08 -3.40 1.09 0.308
H 0.03 -2.12 -1.70 0.129
H 1.43 -2.54 -0.72 0.164
H 0.59 -0.95 0.80 0.240
C 4.14 -3.30 1.53 -1.196
C 2.82 -3.99 1.84 0.121
O 2.38 -4.83 0.78 -0.480
H 4.06 -2.73 0.60 0.344
H 4.42 -2.62 2.33 0.281
H 4.95 -4.03 1.41 0.333
H 2.03 -3.25 1.96 -0.033
H 2.89 -4.55 2.77 0.380
H 3.02 -5.54 0.66 0.290
C -3.00 -5.36 1.77 -0.901
C -3.98 -5.05 0.66 0.137
O -4.91 -4.03 1.02 -0.545
H -3.50 -5.64 2.69 0.325
H -2.33 -6.17 1.48 0.308
H -2.38 -4.48 1.97 0.128
H -4.60 -5.93 0.44 0.363
H -3.44 -4.77 -0.24 -0.104
H -4.41 -3.22 1.17 0.315
C 2.81 -2.07 5.55 -0.798
C 3.49 -3.31 6.09 -0.391
O 4.02 -4.12 5.05 -0.487
H 2.05 -2.36 4.83 0.161
H 2.33 -1.50 6.35 0.385
H 3.53 -1.41 5.06 0.283
H 2.77 -3.95 6.61 0.291
H 4.27 -3.05 6.82 0.282
H 4.69 -3.62 4.58 0.277
C -1.99 -4.91 -4.28 -0.969
C -3.15 -4.13 -3.69 -0.249
O -2.87 -3.63 -2.38 -0.390
H -1.72 -5.74 -3.62 0.285
H -2.26 -5.29 -5.26 0.305
H -1.12 -4.26 -4.40 0.254
H -4.02 -4.78 -3.56 0.310
H -3.44 -3.32 -4.36 0.242
H -2.11 -3.04 -2.45 0.183
C -1.67 -5.28 -9.53 -1.007
C -2.77 -4.47 -8.86 -0.266
O -2.37 -3.97 -7.59 -0.432
H -1.37 -6.11 -8.89 0.258
H -2.02 -5.68 -10.48 0.343
H -0.80 -4.66 -9.73 0.320
H -3.64 -5.10 -8.66 0.271
H -3.09 -3.65 -9.51 0.269
H -1.61 -3.39 -7.71 0.262
C -4.50 2.96 5.61 -1.131
C -3.62 3.56 4.53 -0.203
O -2.28 3.74 4.96 -0.465
H -4.49 3.58 6.50 0.282
H -5.53 2.87 5.25 0.351
H -4.15 1.96 5.88 0.341
H -3.97 4.56 4.26 0.286
H -3.66 2.94 3.62 0.262
H -1.92 2.88 5.21 0.265
```

## Properties
F_max   0.3 eV/A
Spin multiplicity   1
Kohn-Sham gap   8.8 eV
Energy   -2967.5590 Eh
SMILES   CCP(C)[SiH2]O[Si@@H](CCCS)C[C@@H](O)CN.CCO.CCO.CCO.CCO.CCO.CCO.CCO



# 2
# C23H68O11

A 11-piece molecular cluster, C23H68O11 overall (the ωB97M-V functional and the def2-TZVPD basis, the OMol25 dataset).

Structure (XYZ):
```
102
Properties=species:S:1:pos:R:3:mulliken_charge:R:1
C -1.76 6.12 -7.02 -0.517
O -1.20 5.41 -5.98 -0.478
H -1.47 7.17 -7.10 0.245
H -1.71 5.72 -8.03 0.252
H -2.82 6.05 -6.79 0.209
H -0.24 5.42 -5.96 0.289
C 9.23 0.97 -0.91 -0.495
O 9.71 1.38 -2.13 -0.503
H 8.24 0.51 -0.93 0.246
H 9.89 0.32 -0.33 0.247
H 9.07 1.87 -0.32 0.206
H 9.65 0.71 -2.82 0.299
C 5.34 5.27 -5.13 -0.418
O 4.19 6.09 -4.82 -0.509
H 5.17 4.63 -5.99 0.200
H 6.14 5.99 -5.33 0.224
H 5.54 4.70 -4.22 0.200
H 4.51 6.92 -4.45 0.304
C -0.51 -2.73 7.06 -0.504
O -0.30 -1.52 7.71 -0.480
H -0.45 -2.51 5.99 0.200
H 0.22 -3.50 7.30 0.248
H -1.45 -3.16 7.42 0.237
H -0.11 -1.83 8.60 0.298
C -5.16 -0.44 3.51 -0.499
O -4.87 -1.05 2.31 -0.487
H -5.95 0.29 3.34 0.242
H -5.40 -1.16 4.29 0.209
H -4.31 0.13 3.90 0.237
H -4.46 -0.42 1.71 0.298
C -7.33 -0.14 -4.24 -1.220
C -7.93 1.13 -4.85 0.459
C -9.42 1.01 -5.06 -1.191
O -7.63 2.14 -3.83 -0.563
H -7.29 -0.98 -4.93 0.345
H -7.93 -0.46 -3.39 0.288
H -6.31 0.00 -3.88 0.338
H -7.31 1.32 -5.73 0.253
H -9.80 0.75 -4.07 0.324
H -9.68 0.19 -5.73 0.356
H -9.77 2.00 -5.34 0.295
H -6.68 2.32 -3.82 0.316
C 4.56 -7.35 -0.58 -1.206
C 5.35 -7.80 -1.76 0.680
C 6.89 -7.72 -1.44 -1.501
O 5.15 -9.12 -2.15 -0.569
H 4.98 -7.74 0.34 0.321
H 3.48 -7.46 -0.55 0.333
H 4.85 -6.30 -0.55 0.329
H 5.28 -7.10 -2.60 0.147
H 7.55 -7.60 -2.30 0.429
H 7.29 -8.63 -1.00 0.375
H 7.10 -6.85 -0.82 0.351
H 5.85 -9.39 -2.75 0.312
C 0.20 -1.24 -1.94 -1.224
C 0.18 -0.19 -0.91 0.444
C 1.43 0.68 -0.87 -1.303
O -0.96 0.66 -1.19 -0.549
H -0.78 -1.71 -2.05 0.312
H 0.97 -2.01 -1.78 0.368
H 0.41 -0.83 -2.93 0.299
H 0.02 -0.59 0.09 0.271
H 2.29 0.07 -0.60 0.371
H 1.30 1.62 -0.33 0.332
H 1.62 0.90 -1.92 0.341
H -0.64 1.29 -1.84 0.338
C 6.55 0.24 5.35 -1.256
C 6.24 1.74 4.99 0.547
C 5.32 2.55 5.97 -1.190
O 7.49 2.38 4.95 -0.555
H 7.09 -0.39 4.64 0.333
H 5.66 -0.39 5.41 0.354
H 7.08 0.23 6.30 0.307
H 5.82 1.73 3.98 0.131
H 5.04 3.53 5.59 0.374
H 5.65 2.66 7.01 0.335
H 4.37 2.02 5.97 0.310
H 7.41 3.34 4.89 0.311
C -2.34 7.67 1.14 -1.232
C -1.87 8.22 2.47 0.608
C -3.07 8.43 3.39 -1.475
O -1.08 7.17 3.04 -0.531
H -2.56 6.62 1.33 0.339
H -1.60 7.71 0.34 0.298
H -3.22 8.12 0.70 0.318
H -1.28 9.14 2.48 0.220
H -3.69 9.27 3.08 0.348
H -2.74 8.65 4.40 0.428
H -3.70 7.54 3.37 0.379
H -1.35 7.15 3.96 0.299
C -4.76 -6.90 -0.24 -1.295
C -6.07 -7.38 0.30 0.416
C -5.93 -8.17 1.65 -1.182
O -6.87 -6.20 0.50 -0.557
H -4.20 -6.36 0.53 0.353
H -4.84 -6.12 -1.00 0.361
H -4.23 -7.76 -0.64 0.346
H -6.67 -7.97 -0.39 0.276
H -5.25 -7.59 2.27 0.282
H -5.30 -9.04 1.53 0.357
H -6.78 -8.54 2.22 0.314
H -6.33 -5.51 0.90 0.330
```

## Properties
F_max   3.2 eV/A
Relative energy (zero: lowest compared OMol25 entry of this formula, charge and spin)   93.1 kcal per mole
Spin multiplicity   1
Kohn-Sham gap   10.3 eV
Energy   -1744.5063 Eh
SMILES   CC(C)O.CC(C)O.CC(C)O.CC(C)O.CC(C)O.CC(C)O.CO.CO.CO.CO.CO



# 3
# C23H68O16

A 11-piece molecular cluster, C23H68O16 overall (the ωB97M-V functional and the def2-TZVPD basis, the OMol25 dataset).

Structure (XYZ):
```
107
Properties=species:S:1:pos:R:3:mulliken_charge:R:1
C 6.61 2.65 -0.90 -0.836
O 5.26 2.52 -0.51 -0.370
C 4.38 3.50 -1.00 -0.381
C 3.13 3.52 -0.09 -0.076
O 2.12 4.38 -0.59 -0.321
C 2.35 5.73 -0.19 -0.778
H 7.22 1.97 -0.30 0.298
H 6.95 3.68 -0.84 0.286
H 6.80 2.31 -1.93 0.311
H 4.15 3.41 -2.06 0.267
H 4.86 4.48 -0.89 0.400
H 3.40 3.66 0.95 0.407
H 2.62 2.55 -0.09 -0.284
H 1.55 6.38 -0.52 0.269
H 3.30 6.15 -0.52 0.297
H 2.40 5.76 0.90 0.330
C -3.74 -2.34 0.01 -0.805
O -3.15 -1.15 0.48 -0.241
C -1.74 -1.16 0.53 -0.418
C -1.07 -0.93 -0.84 -0.169
O 0.27 -1.41 -0.89 -0.503
C 1.12 -0.59 -0.11 -0.792
H -4.81 -2.19 0.02 0.189
H -3.35 -3.25 0.49 0.360
H -3.49 -2.53 -1.04 0.326
H -1.40 -2.03 1.10 0.222
H -1.41 -0.32 1.15 0.241
H -1.20 0.07 -1.27 0.195
H -1.57 -1.61 -1.54 0.348
H 2.13 -0.97 -0.26 0.090
H 0.90 -0.75 0.96 0.205
H 0.99 0.49 -0.22 0.596
C -7.38 4.57 1.90 -0.714
O -6.08 4.67 2.47 -0.328
C -5.21 5.41 1.66 -0.640
C -3.75 4.99 1.97 -0.625
O -3.57 3.65 1.63 -0.243
C -2.20 3.27 1.60 -0.599
H -7.53 3.85 1.09 0.245
H -7.69 5.54 1.48 0.336
H -8.06 4.39 2.72 0.282
H -5.29 6.48 1.90 0.387
H -5.45 5.33 0.60 0.445
H -3.62 5.29 3.02 0.337
H -3.10 5.69 1.44 0.417
H -1.55 3.92 1.01 0.413
H -2.18 2.22 1.31 -0.106
H -1.84 3.31 2.64 0.332
C 4.61 0.33 -6.24 -0.613
O 5.42 -0.41 -5.35 -0.381
C 4.73 -1.29 -4.47 -0.778
C 3.75 -0.58 -3.49 0.203
O 2.70 0.03 -4.16 -0.387
C 1.82 0.77 -3.36 -0.164
H 3.89 1.05 -5.84 0.219
H 4.09 -0.33 -6.94 0.277
H 5.33 0.94 -6.80 0.267
H 5.50 -1.81 -3.89 0.307
H 4.21 -2.04 -5.07 0.411
H 4.33 0.18 -2.93 0.020
H 3.40 -1.32 -2.76 0.284
H 1.06 1.25 -3.97 0.361
H 2.32 1.59 -2.84 -0.019
H 1.31 0.15 -2.62 0.033
C 0.91 -5.21 2.60 -0.840
O 1.67 -4.13 2.08 -0.180
C 1.76 -3.05 2.98 0.099
C 2.92 -3.14 3.95 -0.437
O 2.63 -4.06 4.98 -0.308
C 3.54 -4.01 6.06 -0.722
H -0.10 -4.94 2.91 0.306
H 1.42 -5.71 3.43 0.294
H 0.86 -5.99 1.84 0.271
H 0.78 -2.90 3.43 0.461
H 1.90 -2.15 2.36 -0.255
H 3.15 -2.20 4.48 0.446
H 3.86 -3.43 3.46 0.101
H 4.58 -4.02 5.71 0.285
H 3.42 -4.79 6.81 0.260
H 3.36 -3.06 6.56 0.277
O 4.19 0.29 0.76 -0.447
H 4.52 1.14 0.40 0.427
H 4.95 -0.30 0.73 0.280
O -5.33 -5.47 -1.71 -0.617
H -4.71 -4.95 -2.23 0.313
H -5.92 -5.85 -2.36 0.305
O -2.35 1.56 -4.75 -0.631
H -2.23 1.17 -3.87 0.318
H -2.89 2.34 -4.60 0.320
C -5.72 1.28 0.38 -0.384
O -5.35 2.51 -0.20 -0.555
H -6.43 1.28 1.21 0.291
H -6.12 0.67 -0.44 0.278
H -4.84 0.71 0.70 -0.010
H -4.87 3.01 0.48 0.442
C -7.75 -4.13 0.34 -0.423
O -9.15 -3.99 0.60 -0.548
H -7.53 -5.20 0.47 0.277
H -7.43 -3.91 -0.68 0.216
H -7.25 -3.50 1.07 0.193
H -9.62 -4.37 -0.15 0.292
C 4.44 -4.33 0.58 -0.696
O 4.19 -3.16 -0.17 -0.406
H 3.64 -5.07 0.54 0.245
H 5.26 -4.90 0.13 0.327
H 4.87 -4.17 1.57 0.230
H 3.24 -3.01 -0.17 0.261
```

## Properties
F_max   2.6 eV/A
Relative energy (zero: lowest compared OMol25 entry of this formula, charge and spin)   0.0 kcal per mole
Spin multiplicity   1
Kohn-Sham gap   9.7 eV
Energy   -2120.6216 Eh
SMILES   COCCOC.COCCOC.COCCOC.COCCOC.COCCOC.CO.CO.CO.O.O.O



# 4
# C23H72HfN5O15S

C23H72HfN5O15S as an isolated structure (the ωB97M-V functional and the def2-TZVPD basis, the OMol25 dataset).

Structure (XYZ):
```
117
Properties=species:S:1:pos:R:3:mulliken_charge:R:1
Hf 13.46 -26.01 27.79 1.201
S 13.27 -23.17 26.70 1.343
O 12.56 -23.90 27.72 -0.809
O 12.39 -22.79 25.64 -0.616
O 14.00 -22.04 27.22 -0.609
O 14.14 -24.33 26.47 -0.091
C 14.22 -26.92 23.86 0.561
C 15.23 -27.48 24.87 1.042
C 16.60 -26.89 24.53 -0.788
O 14.78 -27.33 26.21 -0.296
H 14.68 -27.05 22.88 0.305
H 14.09 -25.86 24.07 0.159
H 13.29 -27.47 24.01 -1.237
H 15.31 -28.54 24.63 0.292
H 16.80 -26.91 23.46 0.371
H 17.31 -27.63 24.89 -0.131
H 16.82 -25.93 25.00 0.107
C 16.46 -28.82 17.22 -1.439
C 17.41 -28.75 18.42 0.683
C 17.25 -29.97 19.44 -0.716
O 15.94 -30.00 20.00 -0.394
C 15.94 -29.33 21.27 -0.749
N 18.77 -28.66 17.91 -0.741
H 16.79 -28.13 16.44 0.442
H 15.46 -28.49 17.51 0.295
H 16.42 -29.84 16.84 0.300
H 17.20 -27.79 18.88 0.133
H 17.98 -29.76 20.23 0.280
H 17.54 -30.86 18.90 0.458
H 16.33 -28.32 21.21 0.288
H 16.29 -29.84 22.18 0.326
H 14.89 -29.14 21.50 0.316
H 18.80 -27.97 17.18 0.265
H 19.40 -28.31 18.61 0.241
C 20.55 -31.05 24.67 -1.467
C 20.39 -30.37 26.01 1.403
C 19.56 -31.19 27.08 -0.826
O 18.26 -31.76 26.56 -0.448
C 17.19 -30.91 26.71 -0.270
N 21.76 -29.84 26.36 -0.728
H 20.93 -30.34 23.94 0.393
H 19.60 -31.46 24.33 0.317
H 21.27 -31.87 24.79 0.351
H 19.79 -29.47 25.92 -0.493
H 19.41 -30.72 28.06 0.304
H 20.21 -32.04 27.32 0.386
H 16.92 -30.64 27.74 0.290
H 16.35 -31.47 26.31 0.308
H 17.34 -29.98 26.15 -0.029
H 22.02 -29.18 25.65 0.267
H 21.81 -29.28 27.20 0.280
C 16.45 -21.79 22.16 -1.655
C 16.48 -22.87 23.30 0.787
C 17.21 -22.29 24.57 -1.150
O 17.65 -23.30 25.49 -0.073
C 18.70 -24.12 25.06 -0.640
N 15.16 -23.26 23.66 -0.032
H 15.81 -20.96 22.45 0.387
H 16.11 -22.18 21.20 0.331
H 17.47 -21.41 22.12 0.456
H 17.09 -23.65 22.86 0.123
H 16.50 -21.70 25.15 0.281
H 18.07 -21.63 24.44 0.474
H 18.71 -25.13 25.48 0.109
H 19.67 -23.62 25.04 0.378
H 18.55 -24.35 24.01 0.211
H 14.54 -22.46 23.74 0.313
H 15.17 -23.75 24.54 -0.539
C 12.19 -31.04 24.38 -1.396
C 10.76 -30.47 24.12 0.590
C 10.67 -29.48 22.96 0.397
O 9.30 -29.11 22.81 -0.401
C 8.94 -28.37 21.66 -0.753
N 9.77 -31.58 24.01 -0.752
H 12.33 -31.82 25.13 0.369
H 12.93 -30.26 24.51 0.101
H 12.52 -31.49 23.45 0.422
H 10.44 -29.90 25.00 0.158
H 10.91 -29.85 21.96 0.535
H 11.17 -28.57 23.27 -0.764
H 9.05 -28.87 20.70 0.330
H 9.54 -27.47 21.51 0.182
H 7.88 -28.11 21.72 0.317
H 8.94 -31.01 23.85 0.346
H 9.91 -32.09 23.15 0.295
C 18.38 -27.29 27.64 -0.480
C 18.86 -26.53 28.86 0.319
C 19.46 -25.15 28.54 -0.924
O 20.57 -25.36 27.70 -0.280
C 21.25 -24.13 27.46 -0.648
N 17.83 -26.37 29.84 -0.680
H 17.42 -26.90 27.33 0.012
H 18.24 -28.33 27.96 0.032
H 19.16 -27.24 26.88 0.242
H 19.57 -27.19 29.37 0.424
H 19.81 -24.72 29.48 0.528
H 18.67 -24.50 28.17 0.262
H 20.54 -23.47 26.96 0.177
H 22.14 -24.32 26.86 0.240
H 21.62 -23.62 28.35 0.313
H 18.18 -26.00 30.71 0.264
H 17.56 -27.34 29.99 0.287
O 14.08 -24.03 21.31 -0.749
H 14.52 -24.68 20.76 0.365
H 14.63 -23.95 22.08 0.475
O 11.98 -25.99 25.83 -0.133
H 12.05 -26.38 24.96 0.036
H 11.17 -25.48 25.80 0.249
O 12.44 -26.41 20.75 -0.690
H 13.04 -25.69 20.93 0.370
H 11.93 -26.51 21.56 0.250
O 11.08 -25.81 23.02 -0.516
H 11.37 -24.89 23.04 0.246
H 10.14 -25.76 23.19 0.270
O 12.35 -28.27 27.30 -0.400
H 12.82 -29.10 27.31 0.283
H 11.52 -28.45 27.73 0.292
```

## Properties
Total charge   +1
F_max   10.3 eV/A
Spin multiplicity   1
Kohn-Sham gap   3.5 eV
Energy   -2767.5883 Eh



| no. | HOMO energy (eV) | LUMO energy (eV) |
| --- | --- | --- |
| 1 | -8.58 | 0.247 |
| 2 | -9.95 | 0.346 |
| 3 | -9.26 | 0.450 |
| 4 | -10.63 | -7.096 |